This record from the OMol25 dataset describes a molecular structure, C25H41GeN3O3SW at a distorted geometry. The level of theory is ωB97M-V with the def2-TZVPD basis set.

Cartesian coordinates (Å):
W 0.28 0.58 -0.08
C -1.05 -0.20 -3.60
C -1.66 -0.77 -2.33
C -1.50 -2.28 -2.28
C -3.13 -0.41 -2.19
O -0.98 -0.18 -1.19
Ge 0.60 -2.29 0.77
O -0.10 0.60 1.73
C -1.20 0.68 2.69
C -0.63 1.36 3.93
C -2.30 1.52 2.06
C -1.68 -0.72 3.00
O 2.08 0.46 -0.43
C 3.46 0.37 0.07
C 3.47 -0.41 1.36
C 4.29 -0.29 -1.02
C 3.92 1.81 0.29
H -1.27 -0.86 -4.44
H -1.43 0.79 -3.84
H 0.04 -0.15 -3.50
H -2.28 -2.74 -2.88
H -0.53 -2.60 -2.66
H -1.62 -2.64 -1.25
H -3.70 -0.83 -3.02
H -3.54 -0.83 -1.26
H -3.28 0.67 -2.18
H -0.19 2.32 3.66
H -1.43 1.53 4.65
H 0.13 0.74 4.39
H -1.99 2.56 1.94
H -2.58 1.12 1.08
H -3.19 1.49 2.69
H -0.84 -1.36 3.28
H -2.38 -0.68 3.84
H -2.20 -1.16 2.15
H 3.31 -1.48 1.19
H 4.43 -0.29 1.86
H 2.70 -0.03 2.05
H 3.95 -1.30 -1.22
H 4.25 0.30 -1.94
H 5.32 -0.34 -0.69
H 3.52 2.21 1.22
H 5.01 1.84 0.35
H 3.60 2.44 -0.53
C 1.28 4.09 1.51
C 0.21 4.52 0.54
C -0.19 5.85 0.51
C -1.16 6.28 -0.38
C -1.74 5.38 -1.25
C -1.38 4.04 -1.25
C -2.05 3.09 -2.19
C -0.39 3.62 -0.35
N 0.02 2.29 -0.32
H 1.22 4.69 2.42
H 2.27 4.24 1.09
H 1.19 3.04 1.79
H 0.26 6.55 1.20
H -1.45 7.32 -0.39
H -2.51 5.71 -1.94
H -1.98 3.45 -3.22
H -3.11 3.00 -1.95
H -1.61 2.10 -2.14
C 0.76 -8.03 -0.61
C 0.44 -6.61 -0.29
C -0.67 -6.26 0.48
C -0.88 -4.93 0.75
N -0.04 -4.00 0.27
C 1.01 -4.44 -0.46
S 1.96 -3.07 -0.93
N 1.28 -5.69 -0.77
H -0.06 -8.70 -0.36
H 1.64 -8.34 -0.04
H 1.01 -8.13 -1.67
H -1.35 -7.01 0.86
H -1.71 -4.58 1.35

Computed properties:
Largest force on an atom in hartree/bohr: 0.0402
E in Ha: -3909.2747
Multiplicity: 2
Energy above the lowest of the compared OMol25 structures with the same formula, charge and spin in eV: 2.350
Charge: +1
LUMO energy (spin up / spin down) in hartree: -0.104 / -0.133
⟨S²⟩: 0.76

This record from the OMol25 dataset describes 6 unconnected molecules or ions with the total composition C21H53NO9S at a distorted geometry. The level of theory is ωB97M-V with the def2-TZVPD basis set.

Cartesian coordinates (Å):
C 2.14 -1.83 4.20
C 3.55 -2.46 3.56
O 4.30 -1.31 3.03
C 5.62 -1.16 3.66
C 6.66 -0.70 2.44
O 5.95 -0.93 1.16
S 6.63 -0.04 -0.12
O 6.34 -0.92 -1.40
O 5.83 1.43 -0.43
C 4.79 1.73 0.57
C 4.59 3.39 0.53
N 4.84 4.16 1.66
H 2.38 -1.22 5.18
H 1.75 -1.06 3.37
H 1.36 -2.69 4.36
H 4.13 -3.12 4.33
H 3.20 -3.17 2.67
H 5.58 -0.29 4.45
H 6.06 -2.13 4.13
H 6.91 0.46 2.59
H 7.66 -1.29 2.55
H 3.74 1.25 0.31
H 5.08 1.48 1.68
H 4.27 3.88 -0.48
H 5.14 3.55 2.46
C -1.18 -1.53 0.23
C -1.64 -2.00 1.60
C -2.84 -1.20 2.09
O -0.57 -1.85 2.54
H -0.87 -0.48 0.26
H -0.30 -2.10 -0.10
H -1.97 -1.64 -0.51
H -1.89 -3.06 1.56
H -2.59 -0.14 2.18
H -3.15 -1.54 3.08
H -3.68 -1.30 1.40
H -0.34 -0.91 2.58
C 3.85 -2.92 -3.90
C 3.39 -3.39 -2.53
C 2.19 -2.59 -2.05
O 4.46 -3.24 -1.60
H 4.16 -1.87 -3.87
H 4.73 -3.49 -4.23
H 3.06 -3.03 -4.64
H 3.13 -4.45 -2.57
H 2.44 -1.53 -1.95
H 1.88 -2.93 -1.05
H 1.34 -2.70 -2.73
H 4.69 -2.30 -1.55
C -3.02 3.42 -1.06
C -2.74 2.60 0.19
C -2.43 3.50 1.38
O -1.64 1.74 -0.04
H -2.15 4.02 -1.34
H -3.23 2.76 -1.91
H -3.87 4.09 -0.92
H -3.61 1.98 0.42
H -1.54 4.11 1.19
H -2.23 2.90 2.27
H -3.27 4.17 1.59
H -0.86 2.28 -0.25
C -7.60 -3.85 1.94
C -6.55 -3.07 1.17
C -5.30 -3.91 0.92
O -6.19 -1.91 1.91
H -7.22 -4.16 2.92
H -8.48 -3.23 2.12
H -7.91 -4.74 1.38
H -6.96 -2.73 0.21
H -4.84 -4.22 1.86
H -4.55 -3.33 0.37
H -5.54 -4.80 0.33
H -5.81 -2.20 2.76
C -3.07 5.69 -5.91
C -2.64 5.21 -4.53
C -1.28 4.53 -4.58
O -3.61 4.28 -4.04
H -3.15 4.85 -6.61
H -4.06 6.16 -5.87
H -2.35 6.41 -6.31
H -2.61 6.05 -3.84
H -1.30 3.65 -5.23
H -1.00 4.18 -3.58
H -0.51 5.22 -4.94
H -3.65 3.53 -4.65

Computed properties:
Largest force on an atom in hartree/bohr: 0.1218
E in Ha: -1961.7735
Multiplicity: 1
Energy above the lowest of the compared OMol25 structures with the same formula, charge and spin in eV: 3.853
LUMO energy in hartree: 0.009

This record from the OMol25 dataset describes 2 unconnected molecules or ions with the total composition C5H4O2 at a distorted geometry. The level of theory is ωB97M-V with the def2-TZVPD basis set.

Cartesian coordinates (Å):
O -0.99 -0.31 2.44
C -1.60 -1.10 1.90
O 0.98 -0.86 0.13
C 1.19 0.47 0.30
C 0.32 1.18 -0.47
C -0.49 0.22 -1.15
C -0.04 -1.00 -0.75
H 1.98 0.73 0.98
H 0.27 2.26 -0.53
H -1.29 0.42 -1.85
H -0.33 -2.01 -0.99

Computed properties:
Largest force on an atom in hartree/bohr: 0.0268
E in Ha: -343.3697
Multiplicity: 1
Energy above the lowest of the compared OMol25 structures with the same formula, charge and spin in eV: 0.617
LUMO energy in hartree: 0.042